Record 1
A gas-phase ion, C2H6ClNO2P (charge -1). Source: OMol25; level of theory: the ωB97M-V functional and the def2-TZVPD basis.

XYZ file:
```
13
C2H6ClNO2P, DFT the ωB97M-V functional and the def2-TZVPD basis
C -0.5468 0.8566 0.3335
N 0.0352 0.2428 -0.8407
C 0.3618 -1.1443 -0.6809
O -0.7406 -2.0837 -0.5656
P 1.1883 1.3827 -1.7305
O 0.7395 2.7419 -1.3976
Cl 2.8729 1.0570 -0.4300
H 0.0478 0.6515 1.2379
H -0.5568 1.9385 0.1670
H -1.5749 0.5091 0.4910
H 0.9378 -1.3287 0.2409
H 0.9668 -1.4342 -1.5485
H -1.4086 -1.7819 -1.1925
```

Kohn-Sham gap in Ha: 0.2786
Calculated total energy in Ha: -1086.7037
E_LUMO in eV: 3.77
Net charge: -1
SMILES: CN(CO)P([O-])Cl
HOMO in eV: -3.809

Record 2
2 unconnected molecules or ions with the total composition C2H6ClNO2S. Source: OMol25; level of theory: the ωB97M-V functional and the def2-TZVPD basis.

XYZ file:
```
13
C2H6ClNO2S, DFT the ωB97M-V functional and the def2-TZVPD basis
C -1.5237 -1.0521 0.1548
C 2.5481 1.0111 -0.3621
N 0.3670 0.6054 0.5351
O 0.9358 -1.7646 0.7480
O 0.5783 -0.8050 -1.5164
S 0.2719 -0.8197 -0.1371
Cl 3.2225 -0.4224 0.0112
H -1.5676 -0.3826 1.0643
H -2.3670 -0.6811 -0.5735
H -1.7138 -2.0631 0.3863
H 1.9535 1.1105 -1.2729
H 3.0202 1.9124 -0.0095
H 0.4702 0.5490 1.5246
```

Kohn-Sham gap (spin up / spin down) in Ha: 0.2979 / 0.2740
Calculated total energy in Ha: -1143.1954
<S²>: 2.008
E_LUMO (spin up / spin down) in eV: 0.52 / -3.07
HOMO (spin up / spin down) in eV: -7.583 / -10.521
2S+1: 3

Record 3
A single C2H6ClNO3S molecule. Source: OMol25; level of theory: the ωB97M-V functional and the def2-TZVPD basis.

XYZ file:
```
14
C2H6ClNO3S, DFT the ωB97M-V functional and the def2-TZVPD basis
N -0.1962 -0.7595 1.2015
C 0.1568 -0.6667 -0.1796
C 1.5586 -0.1967 -0.3686
Cl 2.7238 -1.4619 0.0198
S -1.0214 0.7002 -0.6484
O -2.4082 0.4965 -0.3166
O -0.7931 1.1115 -1.9997
O -0.5684 1.8477 0.3782
H -1.1639 -1.0678 1.3390
H 0.3333 -1.5280 1.6748
H -0.3311 -1.4381 -0.7242
H 1.4498 0.5999 0.3211
H 1.6753 0.1540 -1.3593
H -1.4155 2.2087 0.6620
```

Kohn-Sham gap in Ha: 0.4081
Calculated total energy in Ha: -1218.6260
E_LUMO in eV: 0.58
SMILES: N[C@H](CCl)S(=O)(=O)O
HOMO in eV: -10.528

Record 4
A single C2H6ClO2P molecule. Source: OMol25; level of theory: the ωB97M-V functional and the def2-TZVPD basis.

XYZ file:
```
12
C2H6ClO2P, DFT the ωB97M-V functional and the def2-TZVPD basis
C -1.0500 0.4944 0.9323
C 0.4173 -0.0564 0.8037
O 1.3864 0.8142 0.5772
O 0.3763 -1.0002 -0.3216
P 1.0225 -0.7433 -1.7885
Cl -0.7045 -0.1425 -2.8179
H -1.4281 0.3076 -0.1571
H -1.6159 -0.1162 1.6827
H -1.1230 1.5847 1.1833
H 0.5222 -0.7697 1.6048
H 1.1446 1.7230 0.4355
H 1.0523 -2.0955 -2.1345
```

Kohn-Sham gap in Ha: 0.3649
Calculated total energy in Ha: -1031.8290
E_LUMO in eV: 0.72
SMILES: C[C@H](O)OPCl
HOMO in eV: -9.209

Record 5
A single C2H6ClO2P molecule. Source: OMol25; level of theory: the ωB97M-V functional and the def2-TZVPD basis.

XYZ file:
```
12
C2H6ClO2P, DFT the ωB97M-V functional and the def2-TZVPD basis
C -1.7947 -0.1571 0.2064
C -0.4402 0.5343 0.2028
O 0.5548 -0.3821 0.6238
P 1.8784 -0.3996 -0.2461
O 2.7706 -1.4344 0.2080
Cl 2.4886 1.3890 -0.0534
H -1.8372 -0.7222 -0.8032
H -1.6874 -1.0601 0.9853
H -2.7412 0.3321 0.3753
H -0.4072 1.3757 0.8406
H -0.2493 0.8871 -0.8317
H 1.4648 -0.3628 -1.5078
```

Kohn-Sham gap in Ha: 0.4406
Calculated total energy in Ha: -1031.8704
E_LUMO in eV: 0.75
SMILES: CCO[P@H](=O)Cl
HOMO in eV: -11.239

Record 6
2 unconnected molecules or ions with the total composition C2H6ClPS. Source: OMol25; level of theory: the ωB97M-V functional and the def2-TZVPD basis.

XYZ file:
```
11
C2H6ClPS, DFT the ωB97M-V functional and the def2-TZVPD basis
C 2.5877 -0.0280 -0.1420
C -1.8854 -0.5614 0.1583
P 1.1707 -0.3011 0.9764
S -0.2373 -0.3696 -0.4457
Cl -3.4904 2.6655 -0.2468
H 2.0336 -0.0451 -1.1717
H 3.3914 -0.7023 -0.1160
H 3.0860 1.0128 0.1747
H -1.7783 -0.7182 1.2886
H -2.3072 -1.2692 -0.5177
H -2.5708 0.3166 0.0419
```

Kohn-Sham gap in Ha: 0.1280
Calculated total energy in Ha: -1279.4085
E_LUMO in eV: -3.66
HOMO in eV: -7.148

Record 7
A single C2H6F2NOP molecule. Source: OMol25; level of theory: the ωB97M-V functional and the def2-TZVPD basis.

XYZ file:
```
13
C2H6F2NOP, DFT the ωB97M-V functional and the def2-TZVPD basis
C -1.2923 -0.1311 -0.6899
N 0.0254 -0.4484 -0.2379
C 0.9084 0.6587 -0.5017
O 0.4966 1.8249 0.1660
P 0.1385 -0.8221 1.4849
F 1.4873 -1.7297 1.3018
F -0.8055 -2.0615 1.5309
H -1.1008 -0.0721 -1.7656
H -1.9452 -0.9622 -0.4934
H -1.5354 0.7954 -0.1807
H 1.9078 0.5634 -0.1972
H 1.1063 0.6448 -1.5119
H 0.6088 1.7399 1.0948
```

Kohn-Sham gap in Ha: 0.3779
Calculated total energy in Ha: -750.9134
E_LUMO in eV: 0.83
SMILES: CN(CO)P(F)F
HOMO in eV: -9.457

Record 8
A gas-phase ion, C2H6F3N4O (charge +1). Source: OMol25; level of theory: the ωB97M-V functional and the def2-TZVPD basis.

XYZ file:
```
16
C2H6F3N4O, DFT the ωB97M-V functional and the def2-TZVPD basis
N -1.4994 1.2291 -0.0558
N -0.4106 0.1991 0.1070
C 0.7826 0.6745 0.0806
O 1.1052 1.8638 -0.1097
N 1.7911 -0.2664 0.0837
N 1.3413 -1.6160 -0.0743
C 3.1695 0.1648 0.0222
F 3.5278 0.7613 -1.1109
F 3.8710 -0.9972 0.1625
F 3.4650 1.0076 0.9772
H -2.1107 1.1535 0.8654
H -2.1081 0.8286 -0.7763
H -0.4729 -0.8736 0.1225
H 0.3393 2.5815 -0.3785
H 2.0583 -2.1800 -0.5374
H 1.2944 -2.0681 0.8696
```

Kohn-Sham gap in Ha: 0.4302
Calculated total energy in Ha: -673.3657
E_LUMO in eV: -3.42
Net charge: +1
SMILES: NN/C(O)=[N+](\N)C(F)(F)F
HOMO in eV: -15.126

Record 9
A molecular structure, C2H6FInO2. Source: OMol25; level of theory: the ωB97M-V functional and the def2-TZVPD basis.

XYZ file:
```
12
C2H6FInO2, DFT the ωB97M-V functional and the def2-TZVPD basis
In -1.8555 2.6844 0.8506
F -1.6193 5.3836 -0.1222
C -0.0403 -0.7316 0.7230
C 0.8427 -1.2136 -0.5248
O 1.3917 -0.1182 -1.1620
O -1.1734 -0.0873 0.1223
H 0.5043 0.0470 1.2491
H -0.3811 -1.5721 1.3250
H 0.2084 -1.7269 -1.2484
H 1.6427 -1.8285 -0.1030
H 2.3629 -0.0892 -1.1319
H -1.8831 -0.7475 0.0223
```

Kohn-Sham gap in Ha: 0.1127
Calculated total energy in Ha: -519.2774
E_LUMO in eV: -15.59
Net charge: +2
HOMO in eV: -18.652

Record 10
A single C2H6FN molecule. Source: OMol25; level of theory: the ωB97M-V functional and the def2-TZVPD basis.

XYZ file:
```
10
C2H6FN, DFT the ωB97M-V functional and the def2-TZVPD basis
C 0.6429 -0.9393 -0.2112
C -0.3300 0.0113 0.4186
N -0.1678 1.3807 -0.0523
F -1.6968 -0.4099 0.1770
H 0.7832 -0.9617 -1.3610
H 0.2380 -1.9389 0.0087
H 1.7404 -0.7592 0.1174
H -0.2343 0.1493 1.5426
H -0.7028 2.1214 0.4235
H -0.2727 1.3464 -1.0635
```

Kohn-Sham gap (spin up / spin down) in Ha: 0.1704 / 0.3293
Calculated total energy in Ha: -234.1686
<S²>: 2.004
E_LUMO (spin up / spin down) in eV: 0.99 / -4.37
HOMO (spin up / spin down) in eV: -3.651 / -13.330
2S+1: 3

Record 11
A single C2H6FN3 molecule. Source: OMol25; level of theory: the ωB97M-V functional and the def2-TZVPD basis.

XYZ file:
```
12
C2H6FN3, DFT the ωB97M-V functional and the def2-TZVPD basis
H 0.8764 1.6905 0.0701
N -0.0909 1.3582 0.0532
C -0.0224 0.0741 0.0446
C 1.2527 -0.7300 0.0756
F 2.3281 0.1314 -0.0993
N -1.1648 -0.6965 0.0776
N -2.4194 -0.0622 -0.0988
H 1.2665 -1.4496 -0.7457
H 1.3738 -1.2877 1.0041
H -1.1412 -1.5524 -0.4455
H -2.7087 0.3281 0.7899
H -2.2759 0.8278 -0.7239
```

Kohn-Sham gap in Ha: 0.3854
Calculated total energy in Ha: -343.8995
E_LUMO in eV: 0.90
SMILES: [H]/N=C(\CF)NN
HOMO in eV: -9.586

Record 12
2 unconnected molecules or ions with the total composition C2H6FNO2S2. Source: OMol25; level of theory: the ωB97M-V functional and the def2-TZVPD basis.

XYZ file:
```
14
C2H6FNO2S2, DFT the ωB97M-V functional and the def2-TZVPD basis
C 2.4423 -1.2856 0.0153
C -1.6891 1.3445 0.4497
N 0.1346 -0.2835 -0.8094
O -1.3126 1.1500 -2.2238
O -2.4100 -0.7761 -1.1887
F 0.4062 0.0146 2.5334
S 0.6665 -1.4378 0.1301
S -1.4750 0.3287 -1.0586
H 3.0262 -1.9174 0.6684
H 2.8591 -0.2283 0.1952
H 2.8549 -1.5495 -0.9504
H -1.2106 0.9693 1.2776
H -1.4389 2.4207 0.2471
H -2.8535 1.2505 0.7142
```

Kohn-Sham gap (spin up / spin down) in Ha: 0.2227 / 0.3054
Calculated total energy in Ha: -1181.0890
E_LUMO (spin up / spin down) in eV: -3.49 / -2.65
HOMO (spin up / spin down) in eV: -9.554 / -10.960

Number 5 is which compound? C2H6ClO2P

calculated total energy of number 10 (C2H6FN)? -234.1686 Ha

Repeat the seventh record exactly.
A single C2H6F2NOP molecule. Source: OMol25; level of theory: the ωB97M-V functional and the def2-TZVPD basis.

XYZ file:
```
13
C2H6F2NOP, DFT the ωB97M-V functional and the def2-TZVPD basis
C -1.2923 -0.1311 -0.6899
N 0.0254 -0.4484 -0.2379
C 0.9084 0.6587 -0.5017
O 0.4966 1.8249 0.1660
P 0.1385 -0.8221 1.4849
F 1.4873 -1.7297 1.3018
F -0.8055 -2.0615 1.5309
H -1.1008 -0.0721 -1.7656
H -1.9452 -0.9622 -0.4934
H -1.5354 0.7954 -0.1807
H 1.9078 0.5634 -0.1972
H 1.1063 0.6448 -1.5119
H 0.6088 1.7399 1.0948
```

Kohn-Sham gap in Ha: 0.3779
Calculated total energy in Ha: -750.9134
E_LUMO in eV: 0.83
SMILES: CN(CO)P(F)F
HOMO in eV: -9.457

Which value of calculated total energy does entry 2 give? -1143.1954 Ha